Record 1
Density functional theory data (ωB97M-V with the def2-TZVPD basis set) for a structure of composition C23H53NO14P3Si2.

Structure (ORCA input):
```
! wB97M-V def2-TZVPD RIJCOSX def2/J DEFGRID3
* xyz -1 1
C 7.37978 2.15050 4.54688
O 8.33028 3.04836 3.95669
C 7.62677 3.73604 2.91703
C 8.36277 4.99630 2.39952
C 7.83902 5.50552 1.01154
C 6.28374 5.49641 0.83752
C 5.83118 4.67610 -0.43064
C 4.25635 4.58145 -0.50614
C 3.64510 3.63742 0.57584
C 2.10871 3.90823 0.88884
Si 1.75659 4.48213 2.65790
N 0.25886 3.81742 3.36159
C -0.54583 3.46850 2.51006
O -1.27152 2.86928 1.81389
O 1.61508 6.16538 2.71749
Si 3.11659 6.99843 2.63722
P 4.60188 6.34678 4.19751
O 5.88845 7.08717 3.90871
C 2.84045 8.86166 3.00488
O 2.53661 9.65527 2.09843
O 3.03058 9.18369 4.23164
H 6.63454 2.69739 5.17568
H 7.87344 1.35430 5.13558
H 6.79038 1.70286 3.70461
H 7.45969 3.04424 2.05537
H 6.65412 4.08212 3.34662
H 8.31857 5.85863 3.10142
H 9.43444 4.70473 2.25434
H 8.18241 6.56347 0.91960
H 8.35216 4.95186 0.19110
H 5.72033 5.10968 1.70901
H 5.92180 6.53734 0.67550
H 6.31680 3.67677 -0.48071
H 6.12163 5.28112 -1.32419
H 3.97081 4.16718 -1.50457
H 3.87419 5.62320 -0.47522
H 4.22196 3.63517 1.52908
H 3.72653 2.59796 0.17512
H 1.79018 4.73662 0.20527
H 1.55282 2.99275 0.58385
H 2.86369 3.99133 3.49827
H 3.67040 6.92903 1.27531
H 4.02261 6.64358 5.46235
H 4.86165 4.95608 4.01019
O -3.73902 -3.18570 -0.14289
P -4.10074 -3.06232 1.31290
O -2.79940 -2.18766 1.84584
C -2.28966 -1.08719 1.09489
C -2.98188 0.21678 1.43945
O -3.62335 -4.55178 1.81532
C -3.49748 -5.62756 0.88616
C -2.06473 -5.75760 0.40803
O -4.87233 -2.93834 2.78162
C -4.96033 -1.75875 3.56468
C -6.07186 -0.84224 3.09323
H -2.34938 -1.26497 0.01980
H -1.22814 -1.00568 1.34121
H -4.04302 0.17258 1.17906
H -2.53363 1.04650 0.89535
H -2.90759 0.43537 2.50541
H -4.18650 -5.50396 0.05000
H -3.79155 -6.54192 1.40746
H -1.66907 -4.80887 0.04561
H -1.99154 -6.49391 -0.39473
H -1.41885 -6.07613 1.22962
H -4.00469 -1.24430 3.63352
H -5.18729 -2.08839 4.58224
H -5.98639 -0.62808 2.02628
H -6.05260 0.09624 3.64965
H -7.04377 -1.31420 3.24897
O -3.59177 -5.71870 -3.48910
P -4.63779 -5.27821 -4.47792
O -3.98236 -5.91580 -5.86437
C -3.41586 -7.22058 -5.87851
C -4.44511 -8.29433 -6.17820
O -4.18415 -3.71356 -4.65652
C -3.40333 -3.05877 -3.65413
C -1.92911 -3.11739 -4.00410
O -6.03802 -4.83888 -5.26616
C -6.73952 -5.63813 -6.20227
C -7.64030 -6.65249 -5.52492
H -2.90196 -7.45132 -4.94398
H -2.65607 -7.22313 -6.66427
H -5.20539 -8.33308 -5.39453
H -3.97093 -9.27554 -6.23990
H -4.95106 -8.10455 -7.12608
H -3.59852 -3.48216 -2.66952
H -3.72657 -2.01603 -3.61944
H -1.60410 -4.13350 -4.22932
H -1.32257 -2.73205 -3.18213
H -1.72598 -2.51689 -4.89395
H -6.07047 -6.09994 -6.92502
H -7.36192 -4.94980 -6.78060
H -7.09001 -7.25081 -4.79629
H -8.09141 -7.31535 -6.26556
H -8.44155 -6.14595 -4.98410
*
```

The calculation puts the lowest unoccupied orbital energy at 0.502 eV.



Record 2
Density functional theory data (ωB97M-V with the def2-TZVPD basis set) for a cluster of 4 separate species, C23H54FN3O in total.

Structure (ORCA input):
```
! wB97M-V def2-TZVPD RIJCOSX def2/J DEFGRID3
* xyz 2 1
F -0.36616 0.33696 1.84971
C -3.11039 -0.58279 -5.62097
C -2.84689 0.83911 -5.19661
C -2.17663 0.96494 -3.88012
C -2.01091 2.41433 -3.38357
N -1.57158 2.47005 -1.90973
C -2.78934 2.13242 -1.02002
C -2.51606 2.80489 0.37317
C -1.30449 3.72107 0.08632
C -1.21444 3.87850 -1.43208
C -0.38300 1.53806 -1.53990
H -3.57229 -1.24153 -4.88558
H -2.21202 -1.09126 -5.97097
H -3.73841 -0.51278 -6.50910
H -3.82006 1.30506 -5.04188
H -2.39677 1.49204 -5.94439
H -1.18329 0.52783 -3.98153
H -2.67427 0.34459 -3.13472
H -2.90552 3.00317 -3.58621
H -1.21448 2.97804 -3.86941
H -2.91928 1.05244 -0.95042
H -3.71122 2.57086 -1.40213
H -2.31120 1.97182 1.04556
H -3.37656 3.38914 0.69918
H -0.43398 3.20301 0.48871
H -1.37492 4.57908 0.75488
H -0.21663 4.04076 -1.83971
H -1.98661 4.50979 -1.87179
H 0.57459 1.71667 -2.02901
H -0.74502 0.55480 -1.84028
H -0.26701 1.36383 -0.47018
C 3.35271 -2.93319 2.29667
C 2.63160 -2.27879 1.16479
C 1.17736 -2.55273 1.27850
C 0.53188 -2.23302 -0.11503
N -0.94918 -2.73624 -0.32834
C -1.18187 -4.26325 -0.34142
C -2.39042 -4.46548 -1.26170
C -2.16115 -3.39184 -2.36770
C -1.40410 -2.25300 -1.67873
C -1.99023 -2.12461 0.61803
H 2.99157 -2.71303 3.30126
H 4.41869 -2.70750 2.26749
H 3.48702 -4.01444 2.26574
H 3.13920 -2.57860 0.24798
H 2.77628 -1.20466 1.28064
H 0.59087 -2.11627 2.08698
H 1.04562 -3.62850 1.39452
H 1.06803 -2.69307 -0.94508
H 0.54700 -1.17256 -0.36665
H -1.17076 -4.60579 0.69331
H -0.28623 -4.63473 -0.83938
H -3.35169 -4.47707 -0.74797
H -2.38085 -5.47259 -1.67852
H -3.03400 -3.12496 -2.96353
H -1.48030 -3.81205 -3.10794
H -1.88797 -1.27671 -1.64997
H -0.55540 -2.03830 -2.32811
H -1.77309 -1.06362 0.49463
H -1.62202 -2.54729 1.55285
H -2.97395 -2.42468 0.25699
C 4.03351 2.59277 4.05010
N 3.50431 1.26245 3.30864
C 3.20815 1.79290 1.88639
C 4.81147 0.44132 3.25622
C 2.26342 0.67362 3.99572
C 1.15188 1.68941 4.33269
O 0.57293 2.38613 3.29055
H 3.21468 3.30501 4.15174
H 4.82585 3.00003 3.42205
H 4.50826 2.21743 4.95666
H 2.49765 2.61908 1.85949
H 2.87190 0.96058 1.26811
H 4.10315 2.15075 1.37744
H 5.58160 1.14230 2.93429
H 4.79169 -0.10265 2.31186
H 5.02804 -0.12718 4.16064
H 2.74219 0.25042 4.87877
H 1.83553 -0.15949 3.43811
H 1.41937 2.36214 5.14754
H 0.38692 1.09010 4.82641
H 0.25774 1.71656 2.67905
*
```

The value obtained for the energy relative to the best compared isomer or geometry (same formula, charge and spin) is 182.3 kJ/mol. The calculation puts the lowest unoccupied orbital energy at -4.241 eV.



Record 3
Density functional theory data (ωB97M-V with the def2-TZVPD basis set) for a structure of composition C23H54FN5NbO7.

Structure (ORCA input):
```
! wB97M-V def2-TZVPD RIJCOSX def2/J DEFGRID3
* xyz -1 1
C 8.31618 0.36943 5.17050
C 7.36027 0.88924 4.12900
O 7.28456 0.43707 2.99476
O 6.65296 1.98972 4.46052
C 6.12721 2.19827 5.78832
C 4.60393 2.08301 5.83165
C 4.11028 1.58514 7.19150
C 2.58822 1.57820 7.34594
C 1.81347 0.28411 6.99598
C 2.43282 -0.66081 5.96733
Nb 0.96820 -2.28293 5.35370
F 0.57052 -1.32326 3.71443
H 7.78243 -0.14169 5.97271
H 8.97717 -0.34881 4.68285
H 8.88377 1.18983 5.61171
H 6.56180 1.49614 6.49906
H 6.44823 3.20897 6.05768
H 4.17071 3.07470 5.65961
H 4.28585 1.44872 5.00159
H 4.53726 0.60731 7.44748
H 4.50963 2.28960 7.93707
H 2.36353 1.79148 8.39796
H 2.17689 2.42251 6.77850
H 0.84881 0.62468 6.59631
H 1.57911 -0.26326 7.91239
H 2.60517 -0.12569 5.02273
H 3.37484 -1.08799 6.32182
H -0.58152 -1.62767 6.14129
H 0.13271 -3.84031 4.82449
H 2.43037 -3.10245 4.55518
H 1.36626 -3.13327 6.90954
C -1.47884 -0.29591 -0.45173
C -0.26879 -0.20299 -1.35592
O -0.35721 0.17465 -2.52473
N 0.92064 -0.54819 -0.82952
C 1.23347 -0.99892 0.52467
H -2.34842 0.02231 -1.01890
H -1.62397 -1.31993 -0.10751
H -1.36542 0.34647 0.42073
H 1.68228 -0.46886 -1.48392
H 1.94193 -0.31883 0.99786
H 1.68392 -1.99051 0.48946
H 0.34538 -1.04769 1.14328
C -6.32164 -1.91259 -4.46940
C -5.67916 -2.36129 -3.17579
O -6.27266 -3.06009 -2.36868
N -4.40416 -1.95589 -2.95313
C -3.56850 -1.13190 -3.81314
H -7.33029 -2.31263 -4.49287
H -6.37975 -0.82741 -4.52839
H -5.75914 -2.28815 -5.32611
H -4.01999 -2.28292 -2.08131
H -2.67297 -1.67936 -4.10106
H -3.26675 -0.22528 -3.28436
H -4.11238 -0.86000 -4.70779
C 3.98824 2.29348 -0.38762
C 4.58592 1.79267 0.91140
O 3.96972 1.08856 1.68386
N 5.86640 2.15620 1.20138
C 6.76351 2.98025 0.42447
H 2.97274 1.91502 -0.45736
H 3.96115 3.38343 -0.41384
H 4.56172 1.94108 -1.24626
H 6.19684 1.77490 2.07815
H 7.66310 2.42690 0.14572
H 7.07133 3.86526 0.98615
H 6.27302 3.31069 -0.48560
C -10.88675 1.05740 -3.97788
C -9.75849 0.34972 -4.69542
O -8.60070 0.46018 -4.34299
N -10.08926 -0.43201 -5.76081
C -11.40202 -0.68705 -6.31485
H -10.45437 1.62690 -3.16239
H -11.41429 1.73633 -4.64886
H -11.60294 0.34226 -3.57230
H -9.29540 -0.87833 -6.19147
H -11.64405 -1.75068 -6.27464
H -11.45782 -0.36423 -7.35634
H -12.15448 -0.14657 -5.75104
C -0.23595 -2.07534 -7.59508
C -1.14040 -1.37701 -6.60282
O -2.35728 -1.45920 -6.66994
N -0.54866 -0.66793 -5.60862
C 0.86346 -0.47689 -5.35272
H -0.86475 -2.59863 -8.30778
H 0.38932 -1.35829 -8.12800
H 0.41195 -2.79498 -7.09415
H -1.19341 -0.24308 -4.95771
H 1.12830 -0.86635 -4.36949
H 1.12164 0.58283 -5.37585
H 1.45339 -0.99154 -6.10473
*
```

The calculation puts the lowest unoccupied orbital energy at 1.929 eV.



The evaluated strongest force on any atom for the records listed, in turn: 8.1, 3.6, 2.8 eV/Å.
The evaluated highest occupied orbital energy for the records listed, in turn: -0.1647, -0.5264, -0.1754 Ha.